11
Properties=species:S:1:pos:R:3:forces:R:3:lowdin_charge:R:1 method="wB97M-V/def2-TZVPD" e_above_lowest_kj_mol=114.3 multiplicity=1 mol_weight_g_mol=115.5 energy_ev=-19808.426 total_charge=+1
C -0.774280 -0.174290 0.083143 -0.24 0.06 -0.10 -0.096
C -0.784619 -1.179772 0.930359 4.77 -0.98 0.93 0.189
C 0.424680 0.474330 -0.381340 0.89 -0.43 0.38 -0.013
C 1.674255 0.123585 -0.027473 -0.82 1.35 -1.18 -0.037
C 1.175686 -1.667474 1.374134 -5.12 1.86 -1.57 -0.542
O 2.016314 -0.911239 0.796649 0.35 -1.40 1.13 0.041
Cl 1.585638 -2.914983 2.341663 0.42 0.03 0.00 0.946
H -1.721175 0.201862 -0.295806 -0.05 -0.06 0.12 0.138
H -1.472273 -1.798875 1.456643 -0.27 -0.30 0.17 0.090
H 0.317649 1.308662 -1.058212 0.12 0.03 -0.01 0.134
H 2.559710 0.632021 -0.385450 -0.05 -0.17 0.13 0.150

---

11
Properties=species:S:1:pos:R:3:forces:R:3:lowdin_charge:R:1 method="wB97M-V/def2-TZVPD" e_above_lowest_kj_mol=662.5 multiplicity=1 mol_weight_g_mol=100.1 energy_ev=-10245.399 total_charge=0
C -1.023208 0.608124 1.118122 2.72 1.29 2.20 -0.071
C 0.262326 0.127851 1.455651 -5.16 -0.03 -3.54 0.063
C 0.727329 -0.615628 0.303773 0.78 1.96 0.62 -0.528
H 0.314960 -1.294652 -2.120655 -0.92 5.14 -0.96 0.269
H 0.628251 0.775933 -2.082802 -1.61 -2.71 -0.34 0.152
H -1.705883 1.334119 1.747115 1.19 -1.95 -1.69 0.172
H 0.592735 0.153976 2.374743 2.07 -0.03 4.42 0.045
N -0.149415 -0.039541 -1.964816 4.83 -3.96 -2.04 0.076
N -0.152089 -0.299947 -0.647937 -4.45 1.38 0.42 -0.249
O -1.230280 0.430845 -0.171674 -1.50 0.46 0.78 0.011
O 1.735273 -1.181081 -0.011519 2.05 -1.55 0.11 0.060

---

14
Properties=species:S:1:pos:R:3:forces:R:3:lowdin_charge:R:1 method="wB97M-V/def2-TZVPD" e_above_lowest_kj_mol=385.2 multiplicity=1 mol_weight_g_mol=88.1 energy_ev=-8369.289 total_charge=0
O -0.113160 2.088148 0.577769 -0.10 -0.06 0.12 0.091
C 0.405157 0.909784 0.934227 0.37 -0.28 0.01 -0.381
C 1.412243 0.102288 0.903160 0.01 0.33 -0.02 0.002
C 0.164386 -0.372721 1.640911 -0.24 -0.12 0.19 -0.086
H -1.021258 2.137684 0.904017 0.12 0.01 -0.03 0.123
H 2.420546 -0.167573 0.638923 -0.10 0.08 0.07 0.102
H 0.169207 -0.399336 2.735572 -0.01 0.03 -0.16 0.080
H -0.461398 -1.148526 1.184553 0.11 0.18 0.04 0.078
C -0.822063 -0.417487 -1.670383 -0.35 0.19 -0.14 -0.171
O 0.207772 -1.351358 -1.442519 0.24 0.00 -0.12 -0.121
H -1.279885 -0.048348 -0.738896 0.11 -0.15 -0.15 0.060
H -1.594366 -0.933875 -2.243971 0.03 0.11 0.03 0.082
H -0.479464 0.455737 -2.242484 -0.06 -0.17 0.05 0.089
H 0.992281 -0.854419 -1.180879 -0.15 -0.14 0.10 0.051